# 1
Density functional theory data (the ωB97M-V functional and the def2-TZVPD basis) for C25H20BF48N2O14S4V as an isolated structure in a non-equilibrium geometry.

```
115
Properties=species:S:1:pos:R:3:lowdin_spin:R:1
V -0.83 0.51 -0.31 1.105
S -3.78 -1.10 -0.76 0.004
S 0.63 -0.98 2.43 0.003
S -4.12 0.95 0.21 0.002
S 2.19 0.10 1.15 0.002
F -1.87 3.30 -5.28 0.000
F 0.46 -1.89 -3.22 0.000
F -4.41 4.55 -2.07 0.000
F 4.29 3.60 1.66 0.000
F -3.07 -3.05 2.78 0.000
F -2.27 4.48 0.04 0.000
F 4.73 6.98 2.85 0.000
F 2.20 -4.07 -2.90 0.000
F 0.42 -0.19 -1.81 0.021
F -1.99 -1.57 4.97 0.000
F 2.35 -1.12 -2.39 0.000
F 0.04 4.68 1.08 0.000
F -1.12 -3.25 0.32 0.000
F 3.78 3.67 -4.18 0.000
F -0.93 -1.37 2.35 0.001
F -3.27 -0.38 3.79 0.000
F 6.73 -0.10 -2.38 0.000
F -1.87 0.13 -3.65 0.001
F -3.08 -7.43 4.65 0.000
F 1.15 -4.06 -5.42 0.000
F -0.45 1.75 -3.44 0.000
F -2.86 -7.29 7.34 0.000
F 4.89 -0.14 -1.36 0.000
F 5.59 2.15 0.15 0.000
F 4.71 6.50 0.73 0.000
F 0.08 -4.66 1.32 0.000
F -3.10 1.70 -5.76 0.000
F -2.47 6.47 -0.90 0.000
F -2.89 5.21 -3.41 0.000
F 7.40 2.33 -0.92 0.000
F 1.32 4.36 -3.13 0.000
F 1.09 -6.29 -5.44 0.000
F 2.63 1.95 -3.41 0.000
F -1.71 -5.90 5.16 0.000
F 1.97 3.59 -1.18 0.000
F -2.64 -1.87 -1.60 0.003
F -4.85 -6.72 6.69 0.000
F -0.40 2.87 4.12 0.000
F -0.93 -6.76 -0.52 0.000
F -2.00 -5.20 -1.52 0.000
F -0.80 2.31 2.03 0.001
F -5.08 -2.74 3.58 0.000
F 0.95 -2.30 -1.11 0.000
F 2.36 -6.24 -2.93 0.000
F 4.23 4.45 3.59 0.000
F 2.25 1.29 0.09 0.001
F -3.06 1.88 1.00 0.001
F -0.05 5.59 3.01 0.000
O -2.74 3.14 -2.39 0.000
O -0.57 2.02 -0.57 -0.185
O 2.95 0.68 2.25 0.000
O 0.71 -0.24 3.69 0.001
O -4.06 -2.08 0.26 0.001
O 0.26 -5.01 -1.46 0.000
O 4.44 2.72 -2.30 0.000
O 1.29 -2.29 2.31 0.001
O -4.72 1.87 -0.75 0.000
O 2.61 5.10 2.13 0.000
O 2.85 -0.98 0.37 0.007
O -3.56 -3.76 4.93 0.000
O -4.75 -0.84 -1.83 0.004
O -4.91 0.42 1.30 -0.001
N 0.48 -0.08 1.16 0.017
N -2.79 0.04 -0.42 0.010
C -3.08 4.56 -2.24 0.000
C -3.76 -2.74 3.93 0.000
C 6.46 1.47 -0.57 0.000
C 1.66 -5.21 -4.90 0.000
C 5.34 1.71 -2.80 0.000
C 1.69 4.12 2.68 0.000
C -3.56 -6.40 6.66 0.000
C -0.92 -5.41 -0.76 0.000
C 2.39 4.02 -2.38 0.000
C -1.00 -4.57 0.55 0.000
C -2.25 5.17 -1.11 0.000
C 3.33 3.04 -3.10 0.000
C 0.20 -5.27 -2.84 0.000
C -3.24 -1.45 4.57 0.000
C 1.63 -5.22 -3.40 0.000
C 5.89 0.68 -1.76 0.000
C -1.33 1.19 -4.25 0.000
C -3.79 -5.14 4.48 0.000
C -0.73 3.36 2.87 0.000
C 4.89 5.97 1.93 0.000
C 3.99 4.77 2.32 0.000
C -2.99 -6.25 5.22 0.000
C 0.20 4.44 2.37 0.000
C -2.39 2.21 -4.76 0.000
C -3.36 2.56 -3.57 0.000
B 1.03 -1.37 -2.14 0.001
H -1.84 -4.85 1.17 0.000
H -3.71 1.58 -3.23 0.000
H 1.79 4.06 3.77 0.000
H -1.19 5.07 -1.35 0.000
H -4.85 -5.39 4.41 0.000
H 2.84 4.95 -2.04 0.000
H 1.88 3.18 2.17 0.000
H 6.16 2.26 -3.26 0.000
H -3.44 -5.32 3.46 0.000
H 2.69 -5.21 -5.25 0.000
H 5.93 5.67 1.99 0.000
H -0.48 -4.56 -3.32 0.000
H -4.20 3.14 -3.94 0.000
H -3.45 -5.43 7.16 0.000
H -1.73 3.78 2.87 0.000
H -0.75 0.97 -5.15 0.000
H 5.04 1.19 -3.71 0.000
H 6.98 0.78 0.09 0.000
H -3.80 -1.21 5.48 0.000
H -0.21 -6.25 -3.10 0.000
```

## Properties
HOMO-LUMO gap (alpha / beta) ... 8.3 / 8.8 eV
Net charge ... -1
2S+1 ... 2



# 2
Density functional theory data (the ωB97M-V functional and the def2-TZVPD basis) for C25H20BrKNO2P as an isolated structure.

```
51
Properties=species:S:1:pos:R:3:mulliken_charge:R:1
Br 2.89 1.10 0.13 -0.191
K -0.54 0.32 0.63 0.798
P -0.20 -2.82 -0.27 0.288
O -1.56 -1.35 1.92 -0.799
O -3.14 -0.28 0.77 -0.805
N 0.66 2.72 0.22 -0.242
C 0.74 -4.19 -4.00 -0.592
C -2.33 -4.64 -0.70 -0.151
C -2.92 -2.63 0.48 0.645
C 0.65 -3.51 1.18 0.400
C 2.00 5.13 0.13 -0.296
C -1.94 -3.43 -0.13 0.268
C -0.02 -4.12 2.23 -0.006
C -4.24 -3.03 0.48 -0.623
C 2.04 -3.35 1.28 -0.438
C 0.44 -3.88 -1.62 -0.228
C 1.02 -5.13 -1.41 0.053
C 2.73 -3.81 2.38 -0.620
C 2.71 3.95 0.11 -0.497
C 0.61 5.12 0.20 0.625
C 0.31 -3.42 -2.93 -0.385
C 1.33 -5.42 -3.78 -0.432
C 0.67 -4.58 3.34 -0.775
C 0.00 3.88 0.24 -0.401
C -2.55 -1.32 1.13 0.193
C 1.47 -5.89 -2.48 -0.625
C -3.65 -5.05 -0.67 -0.779
C 1.97 2.77 0.15 0.202
C -4.61 -4.25 -0.08 -0.526
C -0.21 6.38 0.24 -1.307
C 2.05 -4.43 3.42 -0.416
H 2.58 -2.87 0.47 0.433
H -1.08 3.80 0.29 0.424
H 0.63 -3.81 -5.01 0.386
H 2.53 6.08 0.10 0.364
H 1.92 -6.86 -2.29 0.393
H -0.13 -2.45 -3.12 0.341
H 1.67 -6.02 -4.61 0.378
H 1.13 -5.51 -0.40 0.426
H 0.13 -5.06 4.15 0.391
H -4.98 -2.38 0.92 0.472
H 0.43 7.26 0.21 0.353
H -5.65 -4.56 -0.06 0.383
H 3.78 3.92 0.05 0.369
H -3.92 -6.00 -1.11 0.414
H 3.80 -3.69 2.44 0.388
H -0.89 6.44 -0.61 0.321
H -1.60 -5.27 -1.19 0.350
H 2.59 -4.80 4.29 0.377
H -0.81 6.43 1.15 0.322
H -1.10 -4.23 2.19 0.377
```

## Properties
HOMO-LUMO gap ... 8.0 eV
Net charge ... 0
ΔE to the lowest compared entry with this formula, charge and spin ... 0.0689 eV
2S+1 ... 1



# 3
Density functional theory data (the ωB97M-V functional and the def2-TZVPD basis) for C25H20CeCl4O2P as an isolated structure in a non-equilibrium geometry.

```
53
Properties=species:S:1:pos:R:3:lowdin_spin:R:1
Ce 0.14 -0.17 2.76 0.930
Cl -0.86 3.93 5.44 0.000
Cl 2.09 0.99 2.35 -0.007
Cl -3.04 2.62 6.81 0.000
Cl -0.36 2.54 7.92 0.000
P 0.30 0.04 -1.01 0.000
O -1.30 0.14 6.28 0.000
O -0.52 1.26 4.48 -0.003
C 0.22 4.08 -1.60 0.000
C -3.25 -0.07 -3.15 0.000
C -1.99 -1.52 -1.15 0.000
C 2.75 -1.11 -1.63 0.000
C 1.46 3.18 -3.46 0.000
C -3.87 -1.19 -2.63 0.000
C 0.60 -2.45 2.42 0.017
C 3.64 -1.87 -2.36 0.000
C 1.37 -2.04 3.62 -0.002
C 0.44 -1.52 4.63 0.002
C 1.29 1.90 -2.95 0.000
C 0.98 -1.74 -3.15 0.000
C -3.23 -1.92 -1.62 0.000
C 3.22 -2.58 -3.48 0.000
C 1.40 -1.02 -2.03 0.000
C 0.92 4.28 -2.78 0.000
C -0.96 -1.68 4.10 0.011
C -1.31 2.53 6.42 0.000
C -2.00 0.33 -2.69 0.000
C 0.06 2.80 -1.08 0.000
C -1.35 -0.39 -1.69 0.000
C 1.89 -2.51 -3.87 0.000
C -1.04 1.16 5.68 0.000
C -0.85 -2.25 2.72 0.046
C 0.59 1.69 -1.76 0.000
H 1.70 1.05 -3.48 0.000
H -4.84 -1.50 -2.99 0.000
H -1.52 1.21 -3.12 0.000
H -0.47 2.65 -0.15 0.000
H 2.01 3.33 -4.38 0.000
H 1.05 5.28 -3.18 0.000
H 3.92 -3.19 -4.04 0.000
H 1.54 -3.07 -4.74 0.000
H -0.20 4.93 -1.07 0.000
H 1.00 -2.77 1.53 0.001
H 0.69 -1.09 5.54 0.000
H 2.41 -1.98 3.68 0.000
H 4.68 -1.92 -2.05 0.000
H 3.08 -0.57 -0.76 0.000
H -1.63 -2.39 2.06 0.005
H -1.82 -1.35 4.56 0.000
H -1.50 -2.08 -0.36 0.000
H -3.74 0.51 -3.93 0.000
H -3.71 -2.80 -1.20 0.000
H -0.05 -1.69 -3.47 0.000
```

## Properties
HOMO-LUMO gap (alpha / beta) ... 8.1 / 8.8 eV
Net charge ... 0
2S+1 ... 2



# 4
Density functional theory data (the ωB97M-V functional and the def2-TZVPD basis) for C25H20Cl3N4O6RuS as an isolated structure.

```
60
Properties=species:S:1:pos:R:3:lowdin_spin:R:1
Ru -0.20 1.31 -0.03 0.823
Cl -2.52 2.26 -0.15 0.003
Cl -1.66 -1.61 3.48 0.002
Cl -5.97 1.60 3.96 0.002
S 2.77 -0.17 0.19 0.004
O 2.60 -0.28 -1.23 0.000
O 4.04 0.20 0.74 -0.002
O -1.13 -0.04 1.07 0.070
O -0.47 0.10 -1.59 0.004
O 0.67 2.66 -1.28 0.025
O -0.80 -1.42 -6.02 0.001
N 1.64 0.94 0.65 0.018
N 0.31 2.20 1.85 -0.003
N 2.19 1.25 2.98 0.001
N 0.56 -4.85 3.03 0.001
C 0.78 1.51 -4.73 0.001
C 0.54 1.45 -3.33 0.001
C 2.81 -2.08 2.12 0.001
C 2.29 -3.17 2.79 0.000
C -0.14 2.73 2.97 0.004
C -3.02 1.41 1.30 0.008
C -3.77 0.07 3.57 -0.002
C -2.20 0.35 1.72 0.001
C -4.53 1.13 3.10 0.007
C 1.13 -3.80 2.32 0.001
C -0.40 -0.53 -5.09 0.001
C 1.02 2.49 -2.48 0.004
C 0.32 0.58 -5.60 0.000
C 0.52 -3.33 1.16 0.000
C -1.53 -2.55 -5.57 0.000
C 1.46 1.45 1.90 0.009
C 2.20 -1.63 0.97 0.001
C 2.03 3.52 -2.93 0.001
C 0.57 2.58 4.15 0.000
C -0.65 -0.64 -3.75 -0.001
C 1.05 -2.24 0.48 0.001
C -4.17 1.81 1.95 -0.002
C -0.20 0.33 -2.83 0.002
C -2.63 -0.31 2.89 0.007
C 1.74 1.83 4.09 0.005
H 2.86 3.45 -2.24 0.000
H 0.23 3.02 5.07 0.000
H -0.93 -3.16 -4.88 0.000
H 0.56 -1.86 -0.40 0.000
H 1.18 -5.35 3.65 0.000
H 3.69 -1.57 2.49 0.000
H 1.59 4.51 -2.83 0.000
H -1.20 -1.48 -3.33 0.000
H -2.46 -2.26 -5.08 0.000
H 2.40 3.38 -3.94 0.000
H -4.06 -0.46 4.47 0.000
H -1.75 -3.14 -6.46 0.000
H 2.76 -3.53 3.70 0.000
H -0.06 -5.45 2.51 0.000
H 0.50 0.64 -6.66 0.000
H 1.32 2.36 -5.14 0.000
H -4.76 2.64 1.58 0.000
H -0.39 -3.80 0.80 0.000
H -1.07 3.27 2.91 0.000
H 2.33 1.67 4.98 0.000
```

## Properties
HOMO-LUMO gap (alpha / beta) ... 8.2 / 6.8 eV
Net charge ... 0
ΔE to the lowest compared entry with this formula, charge and spin ... 0.0000 eV
2S+1 ... 2



What is the 2S+1 in the first record? 2